16
Properties=species:S:1:pos:R:3 method="wB97M-V/def2-TZVPD" energy_ev=-4342.0628 total_charge=0 smiles=CC.CC homo_ev=-11.54 lumo_ev=1.162 de_lowest_kcal_mol=10.7
C 1.115 0.900 -0.116
C 2.058 1.872 -0.803
H 1.301 0.712 0.943
H 0.111 1.306 -0.024
H 1.117 0.024 -0.783
H 1.880 2.887 -0.420
H 1.906 1.931 -1.872
H 3.101 1.691 -0.543
C -1.262 -1.771 1.000
C -1.859 -1.045 -0.215
H -1.143 -1.125 1.886
H -1.966 -2.515 1.414
H -0.271 -2.315 0.908
H -2.249 -1.835 -0.865
H -1.174 -0.345 -0.673
H -2.665 -0.372 0.163